Record 1
The following is a DFT calculation (wB97M-V/def2-TZVPD) of a 7-piece molecular cluster, C28H70O7 overall at a distorted geometry.

Element x y z (Å)
C1 -1.38322 2.29988 1.76626
C2 -2.03434 2.54681 0.36445
O1 -2.14063 1.49980 -0.38833
C3 -2.54011 1.56128 -1.75209
C4 -2.49318 0.25686 -2.19455
H1 -0.38164 1.98952 1.53713
H2 -1.94377 1.46201 2.09915
H3 -1.45456 3.14075 2.63657
H4 -1.20505 3.34223 0.20406
H5 -3.09375 3.30649 0.26008
H6 -1.79239 2.17288 -2.22740
H7 -3.49868 2.11891 -1.83557
H8 -1.62487 -0.44021 -2.09247
H9 -2.91296 0.34466 -3.22827
H10 -3.24934 -0.47490 -1.85791
C5 0.65103 -3.32702 -1.31057
C6 2.04581 -3.66354 -1.69213
O2 2.06607 -3.97467 -3.03911
C7 3.45964 -4.29806 -3.58673
C8 3.32997 -4.23013 -5.01763
H11 0.45591 -3.49745 -0.37747
H12 0.05701 -4.09027 -1.89661
H13 0.52583 -2.36843 -1.69573
H14 2.40890 -4.53679 -1.19838
H15 2.60165 -2.81515 -1.42613
H16 3.58604 -5.45284 -3.10222
H17 4.17165 -3.67970 -3.21624
H18 2.76204 -3.39927 -5.42178
H19 2.84163 -5.05305 -5.42152
H20 4.29678 -4.25746 -5.48571
C9 3.55663 0.20756 -4.00668
C10 2.16771 -0.33279 -3.94574
O3 1.55952 -0.34084 -5.24004
C11 0.32577 -1.16602 -5.17412
C12 -0.30168 -1.22882 -6.47409
H21 3.92704 0.22323 -2.96625
H22 3.54459 1.36616 -4.13321
H23 4.24472 -0.29588 -4.74099
H24 1.62976 0.05610 -3.34637
H25 2.16410 -1.34842 -3.47512
H26 -0.48174 -0.64080 -4.43472
H27 0.51665 -2.12173 -4.73498
H28 0.26363 -1.45501 -7.28230
H29 -0.69337 -0.24514 -6.56899
H30 -1.19399 -1.94517 -6.49404
C13 -0.44409 3.12192 5.80545
C14 0.62809 3.13345 6.84516
O4 0.33675 2.12078 7.60583
C15 1.36969 1.81995 8.67859
C16 0.75579 0.78444 9.46697
H31 -1.37900 3.25701 6.40582
H32 -0.41175 2.08761 5.18458
H33 -0.54310 3.86402 5.11724
H34 0.75736 4.09291 7.12286
H35 1.54328 2.77685 6.28883
H36 1.51194 2.81497 9.47442
H37 2.42672 1.52930 8.33563
H38 0.56141 -0.19998 9.07331
H39 -0.16136 1.12645 10.23332
H40 1.56567 0.64771 10.26660
C17 -2.07188 -4.64297 -4.48754
C18 -3.60386 -4.56648 -4.57897
O5 -3.96282 -3.51794 -3.77670
C19 -5.38208 -3.40305 -3.77013
C20 -5.72625 -2.05799 -3.10872
H41 -1.53358 -5.54013 -4.78640
H42 -1.89499 -4.47235 -3.57044
H43 -1.68215 -4.05097 -5.41906
H44 -4.17082 -5.42163 -4.14992
H45 -3.90832 -4.42232 -5.59608
H46 -5.84533 -4.13967 -3.54398
H47 -5.56060 -2.99296 -4.81299
H48 -6.73781 -1.90629 -3.41444
H49 -4.93428 -1.30295 -3.56187
H50 -5.65214 -2.01302 -2.07572
C21 4.86455 7.36015 -1.13831
C22 4.16915 6.35901 -2.17860
O6 3.34788 5.44931 -1.38488
C23 2.61711 4.53980 -2.18550
C24 1.85129 3.56741 -1.40694
H51 4.11669 7.90624 -0.44989
H52 5.26632 8.15519 -1.59848
H53 5.51167 6.82504 -0.52491
H54 4.83889 5.87652 -2.79451
H55 3.59344 7.09039 -2.71999
H56 3.43859 4.02666 -2.92499
H57 1.95297 4.86804 -2.65877
H58 2.36239 3.14332 -0.54478
H59 1.40674 2.84765 -1.97378
H60 0.92655 4.02026 -0.92167
C25 -2.68264 -2.07175 8.10799
C26 -1.89705 -2.12208 6.89724
O7 -1.40461 -0.86223 6.38264
C27 -0.72509 -0.94491 5.16235
C28 -0.30446 0.30745 4.68627
H61 -2.30982 -1.37249 8.88603
H62 -2.91566 -3.14277 8.58015
H63 -3.57879 -1.53161 8.16903
H64 -2.34518 -2.59012 6.12788
H65 -1.03901 -2.74893 7.08666
H66 -1.28843 -1.33795 4.54730
H67 0.13053 -1.58439 5.47771
H68 0.14639 1.01405 5.48070
H69 -1.00092 0.87739 4.34199
H70 0.35920 0.33307 3.83484

Values from the calculation:
SMILES: CCOCC.CCOCC.CCOCC.CCOCC.CCOCC.CCOCC.CCOCC
Net charge: 0
DFT total energy (eV): -44483.630
Orbital gap (eV): 9.805
Energy above the lowest of the compared OMol25 structures with the same formula, charge and spin (kJ/mol): 1473.3

Record 2
The following is a DFT calculation (wB97M-V/def2-TZVPD) of C19H14Cl2N6O5PdS as an isolated structure at a distorted geometry.

Element x y z (Å)
Pd1 0.54398 1.23493 -1.09952
C1 1.48474 1.13574 4.54252
C2 2.31104 1.20291 3.31564
N1 3.59650 1.09225 3.25639
N2 3.86755 1.20620 1.91547
C3 2.79531 1.39033 1.14726
S1 2.83780 1.55240 -0.53761
N3 1.78073 1.40144 2.05095
N4 0.44926 1.56811 1.72409
H1 2.14125 1.00455 5.39861
H2 0.79058 0.29602 4.49521
H3 0.90593 2.05013 4.67625
H4 4.81480 1.15100 1.58354
H5 0.05315 2.36859 2.19408
H6 -0.07040 0.71195 1.86322
Cl1 -0.24746 6.15605 -0.84298
C4 -1.43080 4.89191 -0.90594
C5 -2.79635 5.22341 -0.84088
C6 -3.75472 4.25357 -0.86688
Cl2 -5.43841 4.69452 -0.76574
C7 -3.38069 2.89368 -0.96070
C8 -4.27589 1.79871 -0.96189
C9 -3.79382 0.52486 -1.03335
C10 -2.40401 0.31928 -1.12120
N5 -1.55605 1.31415 -1.12919
C11 -2.00920 2.59932 -1.04133
C12 -1.00065 3.58506 -1.01667
O1 0.24503 3.22460 -1.08567
H7 -3.08013 6.26456 -0.76435
H8 -5.33975 1.98860 -0.90420
H9 -4.45761 -0.32763 -1.03042
H10 -1.98306 -0.67610 -1.19473
O2 1.07057 -0.71893 -2.13902
C13 0.86798 -1.40162 -1.10441
O3 0.53489 -0.88070 -0.00895
C14 1.01253 -2.89225 -1.18796
C15 0.10287 -3.71480 -0.53411
C16 0.22757 -5.09247 -0.61092
C17 1.28382 -5.61647 -1.32900
C18 2.20750 -4.82346 -1.97763
C19 2.05788 -3.44754 -1.91429
N6 1.43778 -7.09382 -1.39351
O4 2.38812 -7.53603 -2.00360
O5 0.59915 -7.77088 -0.83538
H11 -0.69641 -3.26724 0.04231
H12 -0.46597 -5.75781 -0.11864
H13 3.02054 -5.28573 -2.51752
H14 2.75254 -2.79535 -2.42733

Values from the calculation:
Net charge: 0
DFT total energy (eV): -78466.198
Orbital gap (spin up / spin down) (eV): 7.301 / 7.303
Energy above the lowest of the compared OMol25 structures with the same formula, charge and spin (kJ/mol): 108.1